1.
Entry from OMol25: a molecular structure, C34H43AlBr60O3P at a distorted geometry (ωB97M-V/def2-TZVPD).

CARTESIAN COORDINATES (ANGSTROEM)
Br: -1.8923 -12.3919 -6.8774
Br: -10.4900 3.0058 -2.3744
Br: -8.4775 4.8262 -4.6674
Br: -2.7576 -4.7080 0.3648
Br: 8.7499 0.3939 14.3391
Br: 5.1445 -2.9698 0.6024
Br: 7.4802 -5.1195 0.7120
Br: 11.0122 0.0896 -6.8814
Br: 1.1387 -2.1617 -5.9661
Br: -13.2399 3.7483 -3.8243
Br: 3.8595 -2.9311 -4.4446
Br: -2.3831 -5.2042 3.4927
Br: 10.4396 2.8275 -5.3488
Br: 1.6477 -10.9267 -2.8633
Br: -4.1562 -7.7783 -2.6276
Br: -10.9005 5.7967 -6.4822
Br: 9.2864 0.0863 -4.2082
Br: -12.0321 0.8107 -4.0899
Br: 7.9673 3.0905 12.8453
Br: 4.4005 0.7511 2.1837
Br: 6.7344 3.4111 9.4939
Br: 6.9474 7.5692 7.1501
Br: 3.8243 7.2734 6.6133
Br: 2.3949 -2.2494 -1.3322
Br: 10.4691 7.3365 -1.1926
Br: 3.7015 -3.0177 -7.6246
Br: -1.0564 -7.0533 -2.3830
Br: 7.2851 1.2194 -0.0204
Br: -3.1356 -4.8480 -3.3566
Br: 11.2967 -3.6846 1.1314
Br: 12.3963 -6.2317 -0.4259
Br: 8.1515 3.1425 -2.4227
Br: 0.5466 -9.7921 -0.0963
Br: 12.7361 5.1033 -1.3036
Br: 6.2271 4.1176 6.4329
Br: -0.7599 -2.5781 -1.3445
Br: 0.5431 0.0797 -2.4927
Br: 8.9716 0.5756 11.1703
Br: -9.1706 -6.2845 0.2421
Br: -5.0513 7.0110 -3.2921
Br: 3.7670 3.4630 8.3333
Br: -2.6981 8.5091 -1.7726
Br: -6.5192 -7.9866 -0.1563
Br: 3.2184 5.1667 1.6653
Br: 12.1931 -6.2733 2.7507
Br: 5.0749 0.3768 5.2761
Br: -3.0439 -9.7834 -5.4608
Br: 5.7000 -4.8375 -1.9132
Br: 4.8909 7.8381 9.5595
Br: -5.2761 -5.4184 2.1730
Br: 2.1770 1.3591 4.4122
Br: -1.4817 -10.8456 -2.3140
Br: -2.1409 6.9826 -4.5072
Br: 11.0136 5.7541 -3.8977
Br: 5.4512 4.5206 -0.5052
Br: -3.9085 -12.6746 -4.4266
Br: -10.6370 6.8388 -3.4835
Br: -8.3296 -8.4529 2.4177
Br: 10.3556 1.9467 -0.4789
Br: 6.0819 4.1328 2.5836
P: -2.9945 0.5383 -0.4737
Al: -3.1310 2.3814 1.0019
O: -1.3344 3.2221 -1.4409
O: -4.7355 3.3403 0.7605
O: -5.5436 2.9355 2.8315
C: -5.6784 3.0473 1.6079
C: -9.3225 3.4990 0.8015
C: -1.5989 3.6999 0.9263
C: 9.7753 1.0763 -5.7880
C: -8.0557 3.7730 1.2143
C: -11.6345 2.6846 -3.8969
C: -9.6145 2.3125 0.2249
C: 5.1817 8.1209 7.6785
C: -2.6992 -6.7185 -3.3250
C: 5.0938 5.1470 1.2764
C: -3.1801 7.0143 -2.8860
C: -4.5456 0.5934 -1.5334
C: 0.7511 -1.8042 -2.2444
C: 0.5280 2.6541 0.0545
C: 8.0264 1.1707 12.7344
C: 5.7399 -4.6923 0.0059
C: 11.0267 5.6718 -1.9736
C: 5.6172 3.1136 7.9534
C: -5.2155 -0.7611 -1.7111
C: -7.0792 2.8368 1.0894
C: 0.2621 -11.0420 -1.5329
C: -3.3859 -5.6527 1.9128
C: -3.8813 -1.1552 1.7318
C: -7.3870 1.6496 0.5283
C: 11.4345 -5.6015 1.1155
C: 8.6442 1.6523 -1.3081
C: -0.6425 3.5616 -0.2459
C: 3.0592 -2.1618 -6.0208
C: 4.0454 1.3732 3.9820
C: -3.3843 -11.6134 -5.9468
C: -3.0191 -1.0879 0.4516
C: -8.6289 1.3925 0.0873
C: -8.3047 -7.9721 0.5538
C: -9.6907 6.2612 -5.0551
H: -4.2294 0.9266 -2.5139
H: -9.1009 7.0983 -5.3965
H: -0.6932 3.1161 -2.1479
H: -6.6531 0.8763 0.4028
H: -3.3079 -1.8472 -0.2600
H: -4.5692 -1.4210 -2.2776
H: 8.7476 0.7953 -1.9586
H: -8.8717 0.4506 -0.3705
H: -8.8679 -8.7245 0.0233
H: 5.4441 6.1663 1.3387
H: -3.2231 -6.7029 1.7200
H: -3.2683 -1.4320 2.5813
H: -2.5469 -7.0248 -4.3497
H: 0.3129 -12.0319 -1.1059
H: 10.4313 -5.9949 1.0454
H: 8.8741 1.2101 -6.3676
H: -10.5998 2.0867 -0.0930
H: 0.9446 2.9953 0.9842
H: -4.5996 -1.9666 1.6384
H: 3.3761 -1.1307 -6.0649
H: -4.2195 -11.6087 -6.6303
H: 10.3033 4.9214 -1.6836
H: 7.0073 0.8257 12.6439
H: -6.1074 -0.6360 -2.3231
H: -1.9572 4.7263 0.9222
H: -4.3762 -0.2285 1.9712
H: -10.0965 4.2350 0.9464
H: 5.1115 9.1827 7.4991
H: -2.9648 6.1120 -2.3297
H: -5.2609 1.3182 -1.1713
H: -5.5387 -1.2155 -0.7818
H: -7.7882 4.7122 1.6617
H: -1.0216 3.5804 1.8328
H: -0.1915 4.5470 -0.4098
H: -2.0042 -1.3050 0.7422
H: -3.1304 1.7689 2.4883
H: 5.6967 2.0675 7.6959
H: 4.3789 2.4004 4.0323
H: -11.0982 2.9875 -4.7867
H: 0.8136 -2.2431 -3.2272
H: 5.0483 -5.4244 0.3951
H: 0.2408 1.6139 0.1288
H: 1.3190 2.8055 -0.6734

Values from the calculation:
- E_LUMO (eV) = 0.729
- E_HOMO (eV) = -3.76
- M (g/mol) = 5351.91
- total charge = -1



2.
Entry from OMol25: 2 unconnected molecules or ions with the total composition C39H37NO4S2 at a distorted geometry (ωB97M-V/def2-TZVPD).

CARTESIAN COORDINATES (ANGSTROEM)
S: -0.5900 0.2213 1.4315
S: -2.2750 -2.0238 2.4017
O: -2.9651 -1.1210 3.3074
O: 0.7871 0.6435 1.2512
O: -1.4509 0.1233 0.2650
O: -2.1270 -3.4288 2.7319
N: -0.4954 1.2745 -4.2323
C: -0.1025 -2.1877 4.5340
C: -4.9752 -2.5073 -1.2125
C: 0.1918 1.5900 -2.1141
C: 0.6400 -0.8037 -5.0201
C: -0.8119 3.3681 4.0172
C: 1.6402 -0.9610 5.6912
C: 4.0823 0.9515 -0.1019
C: 1.5396 -0.9475 3.2912
C: -0.5791 2.1424 -3.1463
C: 3.8699 -1.2512 0.8430
C: -1.2238 1.5164 2.5018
C: -5.4090 -1.7704 -0.1062
C: -3.0730 2.8370 3.3436
C: -0.3345 2.2996 3.2580
C: -0.6261 -1.3535 2.1832
C: 4.4304 0.0376 0.8979
C: -2.1833 3.6365 4.0718
C: 2.3520 -0.5575 -0.9440
C: -0.3871 3.4818 -0.7545
C: -2.7541 -2.6601 -0.2453
C: -1.3234 3.3120 -2.9986
C: 3.1245 0.6401 -1.0529
C: -4.5390 -1.5247 0.9564
C: 2.2013 -0.6043 4.4544
C: 0.6155 0.2549 -2.5544
C: 0.2537 -1.5441 3.3094
C: 2.1450 -0.6502 -5.2698
C: -3.2256 -1.9956 0.8865
C: 5.3756 0.4433 1.9907
C: 0.2310 0.1783 -3.9314
C: 0.3134 -2.2260 -4.5819
C: -1.2745 3.9447 -1.7427
C: 1.1718 -0.7402 -1.7166
C: 0.5269 -1.8107 5.7158
C: -2.5920 1.7928 2.5496
C: -0.1173 -0.4496 -6.2994
C: 0.4240 2.3691 -0.9873
C: 2.8327 -1.5431 -0.0306
C: -3.6388 -2.9187 -1.2960
H: 2.4501 -1.2942 -6.1031
H: -0.8806 -2.9440 4.5624
H: 0.9180 -2.5385 -3.7242
H: 4.9152 1.1882 2.6571
H: 3.1404 -0.0545 4.3798
H: 0.6579 -1.7037 -1.6787
H: -3.2868 -3.4793 -2.1621
H: -3.2808 1.1825 1.9730
H: -0.7455 -2.3092 -4.3077
H: 2.9300 1.3356 -1.8728
H: 4.2340 -2.0157 1.5406
H: 2.1054 -0.6248 6.6182
H: -0.9126 1.4872 -5.1344
H: 0.1357 -2.1933 6.6607
H: 2.3884 0.3845 -5.5394
H: -5.6831 -2.7835 -1.9977
H: -2.5588 4.4597 4.6861
H: 0.1615 0.5444 -6.6645
H: -0.3188 3.9834 0.2117
H: 2.0033 -0.7958 2.3233
H: 0.1434 -1.1622 -7.0878
H: 5.6765 -0.4187 2.5916
H: 0.7322 2.0729 3.2497
H: -4.8767 -0.9995 1.8484
H: 6.2829 0.9075 1.5809
H: -1.9194 4.7962 -1.5173
H: -1.2020 -0.4989 -6.1564
H: -6.4363 -1.4144 -0.0345
H: 0.5050 -2.9165 -5.4141
H: 2.3500 -2.5269 -0.0268
H: 2.7422 -0.9154 -4.3883
H: -1.9160 3.6874 -3.8334
H: 4.5673 1.9271 -0.1109
H: 1.2762 2.1435 -0.3575
H: -0.1035 3.9875 4.5680
H: -4.1507 3.0167 3.3841
H: -1.7187 -2.9934 -0.2694

Values from the calculation:
- E_LUMO (eV) = -2.469
- E_HOMO (eV) = -6.10
- M (g/mol) = 647.86



3.
Entry from OMol25: 2 unconnected molecules or ions with the total composition C4H13N4O at a distorted geometry (ωB97M-V/def2-TZVPD).

CARTESIAN COORDINATES (ANGSTROEM)
O: 1.1532 0.1491 -1.2148
N: -0.6749 -0.3161 -2.4280
N: 0.3448 2.2888 0.7702
N: 2.0250 0.7623 1.4127
N: -0.3527 0.1942 1.7101
C: 0.2571 -2.1077 -1.1382
C: -1.7366 0.2875 1.2086
C: 0.3779 -0.6898 -1.6336
C: 0.6910 1.0517 1.3129
H: -1.7675 0.6766 0.2006
H: 2.7052 1.3332 0.9507
H: -1.0193 -1.0583 -3.0166
H: -2.3444 0.6582 2.0255
H: 0.5897 3.1591 1.2045
H: -0.1055 -0.7717 1.8501
H: -0.4714 -2.7252 -1.6960
H: 2.4114 -0.0014 1.9417
H: 1.0205 -2.7852 -1.6500
H: 0.0786 2.2187 -0.2019
H: -2.1659 -0.7448 1.1749
H: -1.0263 0.5904 -2.6853
H: 0.0103 -2.1694 -0.0981

Values from the calculation:
- energy above the lowest of the compared OMol25 structures with the same formula, charge and spin (kcal/mol) = 37.01
- <S²> = 0.75
- E_LUMO (spin up / spin down) (eV) = 0.751 / 0.722
- 2S+1 = 2
- E_HOMO (spin up / spin down) (eV) = -3.74 / -8.35
- M (g/mol) = 133.18



4.
Entry from OMol25: a single C5H9NO2 molecule at a distorted geometry (ωB97M-V/def2-TZVPD).

CARTESIAN COORDINATES (ANGSTROEM)
O: -1.0098 1.2526 0.5836
O: -0.2161 2.2960 2.4875
N: 0.0090 -0.7140 0.2162
C: -1.7050 0.1232 -1.3933
C: 0.4077 -1.8087 -0.6242
C: 1.5869 0.8245 1.2270
C: -0.8592 0.1504 -0.1449
C: 0.0868 1.6587 1.5456
H: 1.8571 -0.2248 1.1583
H: -2.2647 1.0497 -1.4735
H: 2.1081 1.0952 2.1382
H: 1.4534 -2.0453 -0.4144
H: 1.9434 1.3958 0.3780
H: -0.1920 -2.6842 -0.3462
H: -2.4021 -0.7149 -1.3530
H: -1.0885 0.0097 -2.2795
H: 0.2851 -1.6639 -1.7053

Values from the calculation:
- energy above the lowest of the compared OMol25 structures with the same formula, charge and spin (kcal/mol) = 59.17
- E_LUMO (eV) = 0.755
- E_HOMO (eV) = -9.08
- M (g/mol) = 115.13



Question: The highest M belongs to which entry?
Answer: C34H43AlBr60O3P



Question: The lowest M belongs to which entry?
Answer: C5H9NO2



Question: Which of these has the highest M?
Answer: C34H43AlBr60O3P



Question: The lowest M belongs to which entry?
Answer: C5H9NO2